# 1
Density functional theory data (ωB97M-V/def2-TZVPD) for a 12-piece molecular cluster, C64H164N12O20 overall in a non-equilibrium geometry.

**Net charge**: 0
**Energy relative to the best compared isomer or geometry (same formula, charge and spin)**: 342.85 kJ/mol
**Highest occupied orbital energy**: -0.3032 Eh
**Gap between HOMO and LUMO**: 8.77 eV
**Structure (SMILES)**: COC[C@H](C)N.COC[C@H](C)N.COC[C@H](C)N.COC[C@H](C)N.COCCNCCOC.COCCNCCOC.COCCNCCOC.COCCNCCOC.COCCNCCOC.COCCNCCOC.COCCNCCOC.COCCNCCOC
**LUMO energy**: 0.5193 eV
**Energy**: -127840.79722 eV

Element x y z (Å)
H -2.641 3.623 -11.884
H -2.049 5.362 -11.736
H 4.413 -5.878 5.630
C -0.849 -4.525 -2.710
H 2.030 -3.121 8.356
H 0.379 -2.482 -1.650
C 2.950 -2.986 4.544
H -2.725 -4.101 -1.579
H -2.789 7.829 4.744
O -1.874 -7.022 8.290
H 2.594 11.791 6.057
H 4.614 -4.007 4.003
C 1.020 0.093 -7.396
O -0.585 0.890 0.269
C 1.850 -1.003 -6.675
H 1.206 -1.440 -5.911
C -7.832 1.367 -1.354
O 1.671 1.187 4.986
H 2.876 -8.673 -1.648
H -4.812 1.405 4.654
H 1.426 1.371 -10.460
H -0.070 -5.698 1.660
H 4.786 -3.616 8.934
C -0.943 -5.745 2.310
H 0.471 4.818 1.659
C 0.292 10.520 5.662
H -2.511 5.904 3.250
H 4.177 -2.009 0.833
C 0.437 0.471 5.245
H 1.386 0.788 2.942
H -1.656 2.193 1.428
H 0.446 -8.089 1.148
N -1.604 -6.260 4.670
O 4.391 -5.897 2.887
H 0.536 -1.044 8.874
H -8.599 2.070 -1.028
C -3.239 1.184 -1.876
H -1.242 -5.301 -3.367
H 4.564 -2.456 -4.282
H 3.191 11.309 0.222
H -1.141 4.005 -5.307
H 5.756 11.691 -2.178
H -8.262 2.607 -3.730
C -0.463 -6.008 3.779
H 1.822 -2.111 -2.038
H 0.374 6.868 -2.577
C 2.478 11.260 5.112
H -3.012 2.313 -4.960
H -2.178 -1.221 -10.950
H -2.234 -5.475 4.587
N 1.402 -0.844 7.072
H -2.141 0.491 1.609
H -3.981 -1.518 3.897
H -2.574 -1.072 -6.244
O -2.874 -3.131 -3.370
C 5.329 -6.844 2.845
H -0.770 5.419 -7.330
H -1.567 9.616 6.101
H -3.107 5.376 -8.706
H -0.321 1.226 5.038
O 0.333 5.036 -1.529
H 0.115 -5.161 4.149
H 5.828 -6.990 3.803
O 4.266 10.590 -1.382
H -0.549 -0.480 6.897
H -1.883 -0.655 -4.736
H -1.708 6.207 -9.248
C -4.179 -2.840 -3.054
C 0.305 -0.087 -2.391
H 0.976 0.972 -6.753
C 3.900 -1.920 -3.603
C 4.553 -3.089 8.009
H -4.302 0.980 2.994
O 3.107 -2.941 -3.113
C -5.470 1.328 -2.593
N -0.978 8.837 4.290
H 3.485 8.589 0.282
N 1.189 -2.024 -1.256
H 3.462 -3.192 1.876
H -0.909 -1.780 -12.072
O 3.760 -1.922 8.279
H 1.690 -3.587 -8.720
H 2.642 -0.979 4.138
C 0.352 0.106 6.712
H 1.498 -9.290 1.529
H -0.398 4.069 -8.298
H -0.354 -7.135 6.201
H -2.786 1.357 -0.900
N -7.521 1.926 -3.644
C 2.426 -8.031 0.365
H -1.622 -0.133 -12.282
H -0.675 4.954 -3.359
H 2.289 -2.945 5.410
H -1.579 -6.559 1.961
H 2.148 12.020 4.403
C 3.518 -1.627 4.147
C -1.339 -0.911 -11.573
H 2.734 -0.543 -6.234
H 2.325 -3.423 3.765
H -3.567 -0.032 -5.094
H -8.203 0.422 -1.750
H -0.752 0.911 2.332
H -4.275 -2.108 -2.253
H -0.288 -3.509 -4.289
H -3.388 -3.497 7.161
H -0.098 11.266 4.969
H 2.678 8.283 -2.022
N 2.071 8.491 -1.243
H -5.676 0.269 -2.749
H -3.659 4.753 -11.154
H -4.745 -2.380 -3.865
H 1.155 -8.694 -1.311
H 2.591 -2.365 9.908
H -0.382 -5.104 -1.913
H -4.965 1.755 -3.460
H 1.902 6.011 -2.530
H 1.988 9.384 0.627
C -1.348 3.178 -5.985
C 1.268 -4.577 -3.596
C -0.205 4.314 -2.613
C -0.618 9.324 5.652
H -3.867 -7.805 8.583
C -2.910 -1.918 5.855
H -1.083 -3.018 6.017
C 1.633 7.148 -0.800
C 2.464 -2.242 8.832
H 4.145 -1.131 4.888
H -0.663 -5.467 6.457
C 3.276 -6.126 3.838
C -1.302 1.162 1.426
H -2.877 -7.558 10.026
H -2.728 1.868 -2.554
H 6.062 -6.611 2.073
C -2.583 -0.288 -5.487
N -3.734 -2.980 6.365
H 3.040 -4.387 -4.718
H 0.770 7.314 -0.156
H 4.535 -1.446 -2.855
C 0.819 1.214 -9.569
H 4.061 12.346 -2.345
O -1.614 -4.452 2.220
C -2.070 5.210 -8.998
O -1.996 0.911 -6.021
N 0.115 -3.680 -3.379
C -3.959 1.251 3.992
H -1.124 0.350 -9.140
H -1.679 -2.736 -1.794
H 3.970 -3.798 7.420
H 2.406 -5.759 3.294
O 3.526 -6.127 -0.861
C -1.795 6.724 3.209
H -3.197 0.141 -2.190
H 1.588 -6.086 -0.230
H 2.319 -0.531 6.787
C -1.746 -2.662 5.229
O -4.536 1.544 -1.498
O 1.604 10.166 5.114
H 0.238 -6.843 3.756
H 2.181 11.060 -1.093
C 3.581 -5.374 5.137
H 0.390 -2.452 -8.281
C 2.136 -8.874 -0.873
C -1.122 -6.374 6.063
H 2.817 -5.364 5.914
H -4.641 -3.754 -2.681
H 3.097 -7.176 4.070
H 2.004 -0.126 8.977
H -1.419 1.931 -4.200
C -1.972 2.036 -5.133
C -2.599 4.534 -11.288
H 0.768 2.182 -9.072
H -0.665 -3.360 0.937
C -0.142 -0.441 0.110
C 2.720 9.225 -0.165
H -1.153 4.323 2.099
H -1.220 -2.044 4.502
H 4.727 -4.736 0.043
H 0.119 -3.282 2.523
H -1.273 6.946 5.135
H -2.078 -3.525 4.651
O 4.331 -1.613 2.935
H 0.343 10.992 6.644
H 1.024 -0.332 -3.172
H 0.292 -0.636 1.091
C -0.844 -3.305 2.011
C 4.779 11.823 -1.714
H -4.163 -3.632 5.724
C 1.565 -1.009 8.513
C 1.027 6.276 -1.936
H -7.331 1.135 -0.415
H -0.410 2.828 -6.415
H 2.779 -1.513 1.703
N 1.410 -8.298 1.363
H 0.981 -5.399 -4.252
H -2.782 -7.681 6.539
H 0.403 0.991 7.346
H -3.649 -6.230 9.281
H 3.294 -1.126 -4.038
H 2.289 6.537 -0.181
H -1.357 -2.383 2.284
H 0.006 -0.286 -7.523
H 1.725 -5.099 -2.755
H 3.525 10.968 5.028
H -0.947 3.572 -2.318
H 0.913 -3.653 -7.122
C 1.675 1.598 3.610
C 2.427 -3.680 -4.158
H -3.385 2.165 3.843
O -1.896 4.249 -10.085
H 0.265 -0.348 4.546
H 4.939 12.360 -0.779
C -2.060 -3.624 -2.299
H -0.713 -0.387 -2.642
C -6.855 2.041 -2.368
C 1.264 -2.990 -7.913
O -0.235 -0.551 -10.703
H 3.346 -8.354 0.852
C -3.745 -1.012 4.833
N -2.047 3.675 -7.146
O 2.288 -2.055 -7.613
C -3.123 -7.155 9.044
N 4.026 -3.972 4.823
C 3.969 -4.793 -0.738
H -4.679 -0.738 5.323
H -2.658 -1.256 6.683
H 0.962 2.391 3.385
C -1.778 7.590 4.415
H -6.717 3.105 -2.179
H -6.867 2.307 -4.312
C -1.247 4.606 -7.876
H -0.982 5.559 0.928
H -2.152 7.272 2.337
C 3.068 10.635 -0.626
H 2.657 1.978 3.326
C -2.268 -6.805 6.934
C 3.676 -2.126 1.794
H 5.433 -2.719 7.483
H 2.686 -6.072 1.091
H 1.965 -2.973 -4.848
H -1.092 1.314 -10.651
C 0.837 -0.621 -1.017
H -0.278 8.512 6.294
H 4.970 -7.835 2.566
H 0.305 1.002 -2.351
C -0.537 5.187 1.851
H 1.792 -0.137 -0.813
C 2.551 -6.484 0.091
H 2.101 -9.922 -0.573
H -1.021 -1.070 -0.027
H -3.059 -6.059 7.019
O -3.110 0.236 4.554
H -0.123 8.785 3.755
N 1.686 0.361 -8.737
H 0.604 3.779 -3.111
C -0.530 0.638 -10.008
H 1.983 -0.513 -9.147
H 4.488 -4.506 -1.652
O -0.524 6.198 2.862
H -2.434 2.957 -7.741
H 3.228 -4.014 -0.557


# 2
Density functional theory data (ωB97M-V/def2-TZVPD) for C20H35O5PtSi as an isolated structure.

**Net charge**: -1
**Highest occupied orbital energy (alpha / beta)**: -0.1847 / -0.2054 Eh
**Gap between HOMO and LUMO (alpha / beta)**: 7.76 / 7.42 eV
**LUMO energy (alpha / beta)**: 2.7372 / 1.8258 eV
**Multiplicity**: 3
**Energy**: -42671.64720 eV

Element x y z (Å)
H 1.217 -2.301 1.872
H -2.237 -2.219 -4.854
H -0.243 -3.902 -3.457
O -0.492 -1.469 -2.214
H 3.961 -0.192 1.237
H -0.173 -3.225 1.300
H -0.668 3.334 0.268
C -0.902 -0.053 -4.037
H -1.425 -2.355 3.227
H 2.157 2.633 2.632
H 2.867 0.151 -0.108
H -1.107 4.173 1.761
H 2.635 -1.300 0.870
H 3.689 1.943 2.105
C 2.043 0.568 1.879
H -2.273 -2.354 0.915
O 1.844 0.756 -2.525
C 2.216 -0.014 3.286
C 1.760 0.282 -3.723
C -0.635 -1.139 1.624
H 2.505 2.465 0.903
H 0.559 3.669 1.485
H -1.347 -0.132 -5.029
C -1.780 -2.396 -3.881
H 1.373 -2.167 -2.747
H -2.394 -0.726 -2.519
H -2.690 -0.645 0.998
C -1.888 -1.339 0.756
H 0.670 -2.139 0.192
H -1.268 3.013 3.912
H 0.404 2.473 3.791
H 1.945 -1.071 3.329
H -2.547 1.687 0.723
C -0.333 -2.946 -3.973
O 2.644 0.425 -4.559
H -2.734 0.995 2.344
H 0.017 -3.072 -4.997
H -2.423 -3.071 -3.315
C 0.443 -1.853 -3.218
C 2.915 -0.245 0.910
C 2.618 1.991 1.880
H -0.183 -1.224 3.773
H -2.874 2.734 2.106
C -0.831 2.047 2.028
C -0.478 3.377 1.343
C -1.173 1.415 -3.652
O -1.622 2.150 -4.521
C -1.029 -1.341 3.091
H -1.811 -0.646 3.403
H 1.620 0.517 4.032
H 0.776 -0.901 -5.134
O -1.019 1.796 -2.424
C -1.548 -1.092 -3.098
Si 0.196 0.576 1.242
C 0.561 -0.600 -4.110
Pt 0.367 1.046 -1.045
H -0.880 1.301 4.091
C -2.331 1.838 1.783
C -0.624 2.207 3.539
H -1.645 -1.234 -0.299
H 3.268 0.064 3.587
C 0.338 -2.258 1.225